Record 1
74
Properties=species:S:1:pos:R:3:forces:R:3 method="wB97M-V/def2-TZVPD" homo_energy_ev=-6.715 energy_ev=-112998.4917 homo_lumo_gap_ev=8.59 charge=-1
As -0.22158 1.35637 -0.44696 0.52 -0.25 1.13
F -1.22372 1.49532 -1.95441 1.34 -0.20 2.02
F -1.72557 1.25820 0.59870 2.39 0.28 -1.30
F 0.71784 1.21946 1.19243 -0.78 0.17 -2.53
F 1.27369 1.27812 -1.44080 -1.42 0.44 1.20
F -0.07601 3.11801 -0.21746 -0.41 -1.75 -0.52
F -0.15207 -0.44044 -0.49352 -0.50 1.33 -0.10
C 0.96009 -2.80441 -3.15667 -1.47 -1.74 -1.72
O 1.29670 -3.53960 -4.09099 0.83 0.56 0.23
N 1.64544 -1.97335 -2.44602 4.39 1.78 0.75
N -0.29769 -2.74200 -2.78444 -3.53 -1.27 -0.08
H 2.49997 -1.73248 -2.92754 0.25 0.41 0.96
H 1.28599 -1.51050 -1.62343 0.23 0.33 -0.49
H -0.84297 -3.42232 -3.29427 -0.54 0.24 0.61
H -0.60933 -2.27580 -1.94442 -0.17 -0.13 -0.46
C -0.56328 1.64246 4.39970 -1.16 -0.69 -0.74
O -1.10985 1.29347 5.40011 -1.25 -0.44 3.56
N 0.51203 1.10673 3.93184 4.08 -2.16 -0.98
N -1.11465 2.48382 3.56173 -2.32 3.32 -1.27
H 0.76469 0.22748 4.35983 0.12 0.22 -0.19
H 0.68141 1.22764 2.94352 0.36 -0.27 0.23
H -0.89091 2.62116 2.58644 0.10 -0.11 0.35
H -1.93131 2.91871 3.96674 0.03 0.05 -0.61
C -5.74502 2.26726 0.27416 0.43 2.69 0.06
C -4.65103 2.27597 -0.80105 -1.66 1.29 -0.93
C -3.58139 3.42321 -0.74370 -2.55 0.68 0.79
O -4.20818 4.71436 -0.82693 0.43 0.95 -1.38
C -3.18218 5.71712 -0.90757 0.66 -1.18 0.21
N -3.98208 1.08178 -0.71398 2.11 -3.05 1.26
H -5.20112 2.45974 1.19895 -0.27 -0.44 0.54
H -6.53362 1.52250 0.38156 0.75 -0.57 -0.47
H -6.27656 3.20318 0.10205 -0.30 0.22 0.20
H -5.17020 2.20386 -1.75675 0.01 1.07 -0.47
H -2.86817 3.22896 -1.54475 0.14 0.26 0.04
H -3.13113 3.51325 0.24487 0.63 -1.08 0.09
H -3.45444 6.68961 -1.31774 -0.71 -0.23 0.32
H -2.35246 5.35811 -1.51648 -0.04 -0.13 -0.56
H -2.68242 5.78393 0.05881 -0.25 0.54 0.44
H -3.03647 1.16088 -1.05991 -0.20 -0.18 -0.89
H -3.73481 1.04779 0.26470 -0.13 -0.89 0.45
C -1.29911 -7.79819 1.06018 0.15 0.80 -1.64
C -0.40187 -6.84375 0.14613 0.01 -1.89 1.53
C -0.99352 -5.47330 -0.17215 1.10 0.54 -0.55
O -0.83981 -4.50103 0.86190 0.61 0.06 0.38
C -0.77132 -3.09483 0.50802 -1.35 -0.93 -0.35
N 0.97133 -6.86557 0.68204 -0.65 0.41 0.50
H -1.39044 -7.52342 2.11102 0.20 0.10 -0.14
H -0.97963 -8.83213 0.92984 0.42 0.11 0.36
H -2.27816 -7.79054 0.58111 -0.39 0.17 0.31
H -0.30730 -7.37678 -0.79993 -0.45 0.10 -0.24
H -2.01952 -5.56458 -0.52863 -0.33 0.05 0.27
H -0.39392 -5.22982 -1.04925 0.02 0.82 -0.20
H -1.57012 -2.95081 -0.21950 0.00 0.38 -0.23
H 0.15729 -2.68966 0.10601 0.33 -0.73 0.06
H -1.04890 -2.47417 1.35997 0.14 -0.42 0.25
H 1.00514 -6.11869 1.36110 0.42 0.11 0.21
H 1.71575 -6.72795 0.01347 -0.26 0.23 -0.28
C 4.39562 0.43527 1.15863 1.45 0.10 -0.44
C 4.84790 1.88200 0.79103 -1.54 -0.05 -0.93
C 5.05879 2.23544 -0.73230 1.51 -1.37 0.37
O 5.31041 3.64727 -0.91589 0.42 -1.28 -0.77
C 5.18307 4.05426 -2.30755 -0.60 0.75 1.64
N 3.77198 2.73868 1.18198 -1.42 1.42 0.44
H 5.12481 -0.34304 0.93367 0.37 0.10 -0.23
H 3.49353 0.11477 0.63747 -0.22 0.45 0.11
H 4.28218 0.36526 2.24045 -0.39 0.25 -0.04
H 5.62406 2.30466 1.42902 1.02 -0.86 -0.50
H 4.29464 1.87173 -1.41925 -0.96 0.30 0.51
H 5.88143 1.59946 -1.05925 0.94 0.41 -0.27
H 4.11061 4.19074 -2.44649 -0.08 -0.35 -0.68
H 5.66229 3.43345 -3.06454 -0.05 -0.35 0.31
H 5.60285 5.05915 -2.35314 0.22 -0.09 -0.01
H 3.85612 3.46817 0.48854 -0.60 0.91 0.52
H 2.85625 2.34074 1.02972 -0.16 -0.35 -0.02

Record 2
68
Properties=species:S:1:pos:R:3:forces:R:3 method="wB97M-V/def2-TZVPD" homo_energy_ev="-14.951 / -14.951" energy_ev=-80479.0184 homo_lumo_gap_ev="10.13 / 8.10" multiplicity=2 s2=0.7521 charge=+2 relative_energy_ev=0.889
Cu 0.47422 -0.26560 0.57830 -1.19 0.88 -0.81
C 3.30941 0.23341 -1.19168 -0.70 -0.39 -0.03
O 2.27761 -0.10187 -0.58559 0.54 0.01 0.05
N 3.69472 -0.32878 -2.35381 0.51 1.09 0.94
N 4.18246 1.19836 -0.72512 -0.55 -0.51 -0.25
H 4.63911 -0.05964 -2.57094 0.03 -0.66 -0.82
H 3.17502 -1.04033 -2.82823 -0.03 -0.01 -0.06
H 4.47969 1.86123 -1.42317 0.33 0.18 0.26
H 3.98794 1.53674 0.20075 -0.02 0.29 -0.15
C -2.20969 -0.14170 2.64605 1.22 -0.75 -0.15
O -1.34510 -0.45668 1.80776 -0.70 0.06 0.40
N -2.01351 0.80052 3.59703 -1.63 0.43 0.41
N -3.40693 -0.78852 2.73988 0.71 0.44 -0.51
H -1.20052 1.31439 3.86132 0.41 -0.16 -0.54
H -2.87735 1.16336 3.97207 0.25 0.13 0.38
H -3.49928 -1.58461 2.13085 -0.24 0.01 0.13
H -3.87633 -0.77778 3.62552 -0.27 -0.21 0.03
C -0.70448 -3.30749 -2.48306 0.73 0.56 0.12
C 0.02711 -1.97035 -2.17892 -1.43 -0.61 0.22
C -0.11735 -1.14559 -3.46059 0.42 -0.45 0.49
O 0.33711 0.18295 -3.37512 -0.51 0.19 0.26
C 0.14432 0.86470 -4.59811 0.98 0.90 -1.12
N -0.66218 -1.44691 -0.93653 1.92 0.67 -0.17
H -0.32286 -3.71888 -3.41707 -0.18 -0.32 0.11
H -1.77826 -3.13304 -2.54626 0.00 0.00 -0.20
H -0.52982 -3.98645 -1.64862 0.07 -0.29 -0.20
H 1.06722 -2.18768 -1.94064 0.05 0.28 0.03
H -1.13976 -1.19788 -3.84232 -0.20 0.12 0.15
H 0.50594 -1.71300 -4.16159 -0.03 0.17 -0.34
H -0.84003 1.25779 -4.87144 -0.43 -0.51 0.74
H 0.47738 0.27672 -5.45799 -0.01 -0.31 0.13
H 0.79191 1.74606 -4.61306 0.04 -0.11 0.32
H -0.84699 -2.27997 -0.38921 -0.55 0.20 0.11
H -1.52278 -0.98146 -1.22893 -0.11 0.12 0.55
C 3.20121 0.34658 3.93207 -0.21 0.18 -0.60
C 2.46805 -0.09062 2.66394 -0.07 -0.51 0.57
C 1.79682 -1.41691 2.90677 0.04 0.21 0.94
O 1.09972 -1.92576 1.76420 0.42 0.49 0.88
C 0.54115 -3.18545 2.13382 -0.39 -0.83 -1.54
N 1.44765 0.89693 2.22281 0.97 -0.06 -1.15
H 2.48320 0.42284 4.75004 0.25 -0.26 0.24
H 3.63578 1.33940 3.80338 0.06 -0.02 -0.07
H 4.01845 -0.34814 4.11572 -0.10 0.01 0.43
H 3.19762 -0.26539 1.86940 -0.21 0.48 -0.26
H 1.11675 -1.27920 3.75914 -0.36 -0.14 -0.21
H 2.54197 -2.12841 3.27192 0.03 -0.17 -0.36
H 0.07904 -3.59672 1.23133 0.10 0.04 0.02
H -0.25936 -3.16546 2.87382 0.36 0.46 0.35
H 1.36265 -3.85846 2.38048 -0.16 0.00 0.37
H 2.03601 1.70605 2.01654 -0.50 0.14 -0.51
H 0.85629 1.25134 2.96740 -0.05 -0.57 0.26
C -1.21762 3.90939 -0.30715 0.23 0.17 0.31
C -1.42519 2.39121 -0.19680 -0.17 1.50 -0.26
C -2.52219 1.99938 -1.18762 0.32 -1.26 0.57
O -2.81300 0.60074 -1.07450 0.25 -0.73 0.26
C -4.17622 0.33040 -0.76198 -0.66 1.45 -0.86
N -0.14983 1.69515 -0.44019 -0.09 -1.42 0.38
H -2.18225 4.41491 -0.35804 0.11 0.14 0.01
H -0.58888 4.23112 -1.13974 -0.25 -0.25 -0.28
H -0.69274 4.26463 0.58363 -0.13 0.06 0.06
H -1.78796 2.26068 0.82573 0.11 -0.67 -0.05
H -2.19179 2.17517 -2.21064 -0.04 0.27 -0.15
H -3.43652 2.54621 -0.96519 0.13 0.35 -0.12
H -4.76718 0.64860 -1.63353 -0.16 -0.17 0.18
H -4.49154 0.97709 0.06360 -0.04 -0.35 0.21
H -4.44175 -0.70691 -0.57731 0.72 -0.14 0.13
H 0.66065 2.24599 -0.18120 -0.19 0.27 -0.08
H -0.07694 1.49159 -1.43338 0.24 -0.15 -0.15